(1)
The following is a DFT calculation (the ωB97M-V functional and the def2-TZVPD basis) of a structure of composition C3H6ClF.

Geometry as XYZ:
```
11
Properties=species:S:1:pos:R:3:forces:R:3
C 2.1523 -0.5773 0.1778 0.4 3.0 3.7
C 1.2407 0.5083 -0.4331 0.5 0.7 -0.3
C -0.1216 0.4929 0.2976 -0.5 -1.0 0.2
H 3.3398 -0.3234 0.0559 -3.2 -0.8 0.8
H 1.5947 -0.7151 1.4864 2.7 0.2 -3.8
H 1.8712 -1.4145 -0.3055 -0.3 -3.4 -1.2
H 1.8430 1.4174 -0.3313 -1.0 0.6 0.6
H 1.1762 0.4721 -1.5352 -0.4 -0.6 0.4
H 0.1782 0.1028 1.3450 -1.3 2.1 -1.0
F -0.9945 1.5911 0.0794 2.1 -1.4 0.9
Cl -1.2165 -0.9649 -0.0990 0.9 0.7 -0.3
```
Forces are in eV/Å.

The spin multiplicity is 1. Its gap between HOMO and LUMO is 0.435 hartree.

***

(2)
The following is a DFT calculation (the ωB97M-V functional and the def2-TZVPD basis) of the molecule C3H6ClF.

Geometry as XYZ:
```
11
Properties=species:S:1:pos:R:3:forces:R:3
C -0.9439 -0.6110 0.3064 -1.4 -0.7 -2.2
C -0.0670 0.6211 -0.1854 -3.8 -3.6 -1.8
C 1.3693 0.2067 -0.0709 0.9 6.7 2.8
H -0.7547 -1.6786 -0.0736 0.2 2.0 -0.1
H -1.0699 -0.7702 1.3275 0.0 0.4 1.9
H -0.5234 1.5006 0.3323 1.2 -0.5 -0.6
H -0.4228 0.5484 -1.2995 1.0 1.0 1.7
H 1.8638 0.8934 -0.8234 0.3 -0.7 1.1
H 1.6643 0.6037 1.1201 -0.1 -1.7 -3.3
F 1.6439 -1.0283 -0.3689 0.3 -2.6 -0.2
Cl -2.7596 -0.2857 -0.2646 1.6 -0.3 0.5
```
Forces are in eV/Å.

The spin multiplicity is 1. Its gap between HOMO and LUMO is 0.424 hartree. As for the SMILES: FCCCCl.

***

(3)
The following is a DFT calculation (the ωB97M-V functional and the def2-TZVPD basis) of the ion C3H6ClFN with charge -1.

Geometry as XYZ:
```
12
Properties=species:S:1:pos:R:3:forces:R:3
F 2.9671 0.0344 0.9670 0.3 0.2 0.2
N 1.5958 -0.5650 0.8197 -0.4 -0.3 0.1
C 1.0160 0.3466 -0.0980 0.7 -0.6 0.2
C -0.2666 -0.2594 -0.6160 -0.3 0.3 0.1
C -1.4842 0.0406 0.2427 -0.1 -0.2 -0.5
Cl -2.1730 -1.4302 1.0292 -0.1 0.0 0.2
H 0.8037 1.3558 0.3255 -0.1 0.3 -0.2
H 1.6921 0.4799 -0.9578 0.1 0.4 -0.2
H -0.4379 0.1366 -1.6127 -0.2 0.1 -0.2
H -0.1465 -1.3277 -0.7293 0.2 -0.4 0.1
H -1.2745 0.7781 1.0012 0.2 0.0 0.4
H -2.2921 0.4104 -0.3716 -0.3 0.1 -0.1
```
Forces are in eV/Å.

The spin multiplicity is 1. The net charge is -1. Its gap between HOMO and LUMO is 0.189 hartree.

***

(4)
The following is a DFT calculation (the ωB97M-V functional and the def2-TZVPD basis) of a structure of composition C3H6ClFO.

Geometry as XYZ:
```
12
Properties=species:S:1:pos:R:3:forces:R:3
C 1.3084 0.0977 -0.8279 2.3 -1.1 -3.7
C -0.2636 -0.6380 0.7377 5.1 2.5 2.8
C -1.1688 0.4925 0.2644 -1.2 -0.7 3.3
H 2.5198 -0.5066 -1.0344 -3.8 2.5 0.1
H 0.5893 0.2271 -1.8634 2.9 0.3 2.5
H 1.5335 1.2263 -0.3437 -1.1 -3.6 -0.5
H -0.7794 -1.4483 1.1511 -1.2 -1.0 0.0
H 0.3671 -0.3183 1.9155 -1.2 -0.3 -3.5
H -1.7151 0.7660 1.1711 -0.3 0.0 -0.2
O 0.6073 -1.0656 -0.2856 0.2 2.0 2.2
F -0.7892 1.7079 -0.2328 0.3 -1.1 -0.7
Cl -2.2095 -0.5408 -0.6520 -1.9 0.6 -2.3
```
Forces are in eV/Å.

The spin multiplicity is 1. Its gap between HOMO and LUMO is 0.390 hartree.

***

(5)
The following is a DFT calculation (the ωB97M-V functional and the def2-TZVPD basis) of the molecule C3H6ClN.

Geometry as XYZ:
```
11
Properties=species:S:1:pos:R:3:forces:R:3
C -0.6299 0.3250 0.3674 -1.2 -1.6 1.0
C -0.8924 -0.2157 -0.9624 1.8 -6.1 -3.6
C 0.2814 1.1125 -0.3810 4.9 7.5 4.6
H -1.4544 0.8191 0.8513 0.1 -0.3 0.9
H -1.7907 -0.0375 -1.4432 -1.8 1.4 -0.9
H -0.7817 -1.3756 -1.1982 -0.4 2.0 1.2
H 0.2367 0.8209 -2.4730 0.6 -0.1 2.3
H 1.2181 1.1738 0.2879 -0.7 1.1 -1.4
H -0.0900 2.0377 -0.7204 -0.6 2.2 1.1
N 0.4043 0.4217 -1.4956 -1.9 -5.4 -6.5
Cl 0.4281 -0.8071 1.2365 -0.7 -0.6 1.3
```
Forces are in eV/Å.

The spin multiplicity is 1. Its gap between HOMO and LUMO is 0.360 hartree.

***

(6)
The following is a DFT calculation (the ωB97M-V functional and the def2-TZVPD basis) of a cluster of 3 separate species, C3H6ClNO in total.

Geometry as XYZ:
```
12
Properties=species:S:1:pos:R:3:forces:R:3
C -1.1597 -0.2052 1.3757 -3.5 -1.1 2.9
C -0.6109 -0.1737 -0.0801 -0.8 -1.7 1.1
C 0.7130 -0.9045 -0.2664 0.6 2.2 0.8
H -1.9031 1.0811 1.4591 2.2 -4.6 0.4
H -0.3602 -0.3253 2.3557 -2.3 0.4 -3.2
H -2.1584 -1.3809 1.4918 3.1 3.7 -0.2
H -1.2675 -0.5944 -0.8354 -0.5 -0.3 0.4
H 2.7591 -0.4255 -0.0738 -3.5 1.8 -2.1
H 1.6620 0.9314 -0.6423 -0.5 2.8 0.0
N 1.7751 -0.0077 -0.5320 3.5 -7.2 2.5
O 0.7400 -2.0930 -0.0476 0.8 0.6 -0.5
Cl -0.6313 1.4831 -0.3427 0.9 3.6 -2.0
```
Forces are in eV/Å.

The spin multiplicity is 1. Its gap between HOMO and LUMO is 0.392 hartree.

***

(7)
The following is a DFT calculation (the ωB97M-V functional and the def2-TZVPD basis) of the molecule C3H6ClNO.

Geometry as XYZ:
```
12
Properties=species:S:1:pos:R:3:forces:R:3
C -1.1851 -0.7952 -1.3034 1.0 -0.9 0.8
C 0.3517 0.9405 1.1714 3.0 -0.1 0.1
C 0.5476 -0.4204 0.5448 3.2 2.7 -4.2
N 0.0688 -0.4003 -0.9569 1.2 0.9 2.2
O -1.9168 -1.5040 -0.6872 -0.7 -0.6 1.8
Cl 0.7049 0.9284 -1.9341 -0.4 -1.1 0.8
H -1.3697 -0.6274 -2.2865 -0.7 1.2 -3.4
H -0.6508 1.0643 0.9775 -2.4 1.4 0.5
H 0.7227 0.9616 2.1943 -0.9 -0.5 0.5
H 0.9924 1.7858 0.8051 -0.8 -1.0 -0.7
H 1.5979 -0.7289 0.4582 0.0 0.4 0.0
H 0.1364 -1.2044 1.0168 -2.4 -2.5 1.5
```
Forces are in eV/Å.

The spin multiplicity is 1. Its gap between HOMO and LUMO is 0.376 hartree. As for the SMILES: CCN(Cl)C=O.

***

(8)
The following is a DFT calculation (the ωB97M-V functional and the def2-TZVPD basis) of a cluster of 2 separate species, C3H6ClNO in total.

Geometry as XYZ:
```
12
Properties=species:S:1:pos:R:3:forces:R:3
C -2.3226 -1.2482 0.3022 0.6 -0.2 -1.3
C 1.7322 1.1506 -0.2575 -0.2 -2.3 -0.1
C 0.8480 0.2847 0.2144 0.3 1.5 1.2
N -1.9586 -0.0477 0.2733 -0.3 0.8 0.2
O -1.3766 -2.1759 0.4160 -2.5 -2.2 0.2
Cl -3.1095 1.1097 -0.2214 -0.3 -0.1 0.2
H -3.2351 -1.7145 0.0223 -1.1 0.1 0.1
H -0.5807 -1.7644 0.5897 2.9 1.4 0.6
H 2.0186 2.0661 0.1497 -0.3 1.5 0.6
H 2.3681 0.7739 -1.0090 0.8 -0.1 -1.0
H 0.7409 -0.7298 -0.0402 0.4 -0.9 -1.3
H 0.1833 0.5057 1.0142 -0.2 0.6 0.6
```
Forces are in eV/Å.

The spin multiplicity is 1. Its gap between HOMO and LUMO is 0.395 hartree. As for the SMILES: O/C=N/Cl.C=C.

***

(9)
The following is a DFT calculation (the ωB97M-V functional and the def2-TZVPD basis) of a cluster of 2 separate species, C3H6ClNO in total.

Geometry as XYZ:
```
12
Properties=species:S:1:pos:R:3:forces:R:3
C -2.0271 0.1050 0.7433 -0.9 1.4 1.6
C -1.6012 -1.0714 0.5886 1.0 -2.6 -0.1
C -1.1421 -2.2836 0.5467 2.2 -0.6 -0.1
N 0.8938 2.1539 -0.3918 -4.5 -3.2 -0.7
O 0.5932 1.7400 0.8917 0.2 0.2 -0.6
Cl -3.1582 0.7850 -0.3040 -0.8 1.0 -1.2
H -1.9261 0.6025 1.6954 0.3 0.3 -0.1
H -1.7371 -3.1395 0.9248 0.6 0.6 -0.4
H -0.0138 -2.4125 0.2603 -2.4 -0.1 0.3
H 0.9217 1.3971 -1.1162 0.5 -0.3 0.9
H 0.1356 2.6780 -0.8479 0.1 0.8 0.6
H 1.7182 2.5984 -0.4488 3.8 2.4 -0.2
```
Forces are in eV/Å.

The spin multiplicity is 1. Its gap between HOMO and LUMO is 0.334 hartree. As for the SMILES: [NH3+][O-].C=C=CCl.

***

(10)
The following is a DFT calculation (the ωB97M-V functional and the def2-TZVPD basis) of a cluster of 2 separate species, C3H6ClNO in total.

Geometry as XYZ:
```
12
Properties=species:S:1:pos:R:3:forces:R:3
C 0.6321 -0.3907 -1.4253 0.1 -0.3 -3.8
C -0.1844 -0.8021 0.8750 1.2 0.2 2.5
C 0.1918 0.2048 -0.2062 1.1 -2.4 2.0
N 2.0716 1.6780 -2.0440 0.4 1.1 -1.4
O 0.6765 -1.3932 -2.0757 -0.4 0.4 1.6
Cl 3.6559 1.2742 -2.4667 -0.5 0.2 0.0
H -0.3013 -0.0702 1.7283 -0.5 -1.3 -0.3
H -1.0881 -1.3397 0.6556 -0.5 -0.1 0.0
H 0.6054 -1.5628 1.2467 -1.0 1.3 -1.1
H -0.6244 0.8707 -0.2510 -0.7 1.0 -0.9
H 1.0804 0.7136 0.1515 0.0 0.6 0.0
H 1.6457 2.0496 -2.9504 0.7 -0.6 1.2
```
Forces are in eV/Å.

The spin multiplicity is 3. Its gap between HOMO and LUMO (alpha / beta) is 0.263 / 0.341 hartree.

***

| no. | F_max (eV Å⁻¹) | E_tot (eV) |
| --- | --- | --- |
| 1 | 4.7 | -18445.884 |
| 2 | 7.2 | -18446.592 |
| 3 | 1.0 | -19936.062 |
| 4 | 6.3 | -20491.107 |
| 5 | 10.1 | -17217.387 |
| 6 | 8.4 | -19264.118 |
| 7 | 5.9 | -19266.378 |
| 8 | 3.3 | -19265.460 |
| 9 | 5.6 | -19263.053 |
| 10 | 3.8 | -19263.026 |